1.
The following is a quantum chemistry calculation of a structure of composition C18H42Cu2N7O9, from the Open Molecules 2025 dataset.

Atoms and positions in Å:
Cu1 11.13 4.62 22.17
Cu2 12.12 10.54 23.76
O1 12.28 10.85 21.74
O2 11.26 6.60 22.85
O3 10.33 4.11 24.17
O4 11.02 7.90 21.16
O5 12.04 9.80 25.68
O6 10.23 4.19 20.07
O7 13.00 4.30 23.34
O8 10.44 11.84 23.66
O9 11.05 8.75 23.13
N1 8.58 11.84 22.35
N2 9.70 3.69 26.31
N3 12.53 12.73 20.50
N4 11.81 10.03 27.90
N5 9.11 5.22 18.40
N6 11.10 7.75 22.37
N7 14.79 3.09 23.92
C1 12.23 11.45 20.65
C2 11.74 10.73 19.41
C3 8.98 2.79 18.54
C4 14.97 5.48 24.09
C5 10.27 5.93 25.74
C6 9.55 2.26 26.12
C7 12.30 9.40 26.84
C8 10.10 4.48 25.33
C9 14.16 4.25 23.80
C10 14.24 1.76 23.71
C11 8.56 10.46 21.91
C12 11.88 9.62 29.31
C13 8.89 13.58 24.00
C14 9.33 12.33 23.34
C15 13.08 13.53 21.60
C16 9.51 4.13 19.05
C17 13.20 8.23 27.09
C18 9.34 6.63 18.73
H1 9.51 10.01 21.64
H2 12.16 9.73 19.32
H3 14.82 5.64 25.16
H4 11.47 10.97 27.75
H5 8.12 3.01 17.92
H6 8.70 2.31 19.48
H7 10.18 1.76 25.39
H8 10.67 10.68 19.29
H9 9.50 1.76 27.09
H10 8.00 9.87 22.64
H11 10.24 6.96 18.22
H12 12.21 11.26 18.57
H13 8.38 5.02 17.73
H14 12.39 13.46 22.44
H15 9.70 14.27 24.22
H16 8.44 13.21 24.93
H17 14.44 6.36 23.72
H18 11.13 6.46 25.32
H19 8.42 7.18 18.54
H20 11.61 8.58 29.49
H21 9.49 4.09 27.20
H22 9.40 6.42 25.30
H23 13.25 1.79 23.28
H24 13.49 7.73 26.17
H25 15.99 5.40 23.73
H26 13.99 13.04 21.93
H27 7.95 10.38 21.01
H28 15.79 3.14 24.05
H29 10.26 6.07 26.82
H30 9.80 2.26 18.06
H31 12.56 13.10 19.56
H32 14.83 1.15 23.02
H33 14.31 1.21 24.65
H34 12.93 9.76 29.56
H35 9.51 6.71 19.81
H36 8.06 14.12 23.53
H37 11.33 10.35 29.89
H38 14.12 8.57 27.56
H39 7.80 12.42 22.06
H40 8.54 1.94 25.81
H41 13.20 14.53 21.22
H42 12.73 7.53 27.79

Properties
Electronic energy: -137458.4399 eV
Energy relative to the best compared isomer or geometry (same formula, charge and spin): 0.00 kcal per mole
2S+1: 3
Molar mass: 627.666 g mol⁻¹
Charge: +3
HOMO energy (alpha / beta): -16.80 / -16.79 eV
LUMO energy (alpha / beta): -7.594 / -11.109 eV

The molecule's Löwdin atomic charges, reported in e, are given here: 1.011 0.981 -0.047 -0.045 -0.015 0.070 -0.052 -0.037 -0.054 -0.037 -0.048 0.058 0.059 0.063 0.058 0.043 -0.481 0.044 -0.465 0.039 0.048 0.030 0.024 -0.040 -0.476 -0.484 -0.490 -0.026 -0.040 -0.014 0.033 -0.487 -0.003 -0.484 0.029 -0.025 0.051 0.091 0.094 0.162 0.090 0.098 0.092 0.096 0.100 0.103 0.098 0.094 0.145 0.074 0.099 0.113 0.079 0.061 0.098 0.093 0.153 0.105 0.081 0.074 0.100 0.099 0.099 0.157 0.082 0.105 0.157 0.100 0.099 0.102 0.052 0.098 0.102 0.112 0.153 0.101 0.107 0.090

2.
The following is a quantum chemistry calculation of a structure of composition C18H42Fe2N6O10S, from the Open Molecules 2025 dataset.

Atoms and positions in Å:
Fe1 -3.03 0.78 0.31
Fe2 2.34 0.96 -1.36
S1 -0.39 0.91 0.36
O1 0.41 0.77 1.56
O2 2.71 -0.65 -0.15
O3 -1.41 2.00 0.45
O4 3.11 2.23 0.00
O5 -3.27 -0.08 2.14
O6 -3.15 1.79 -1.56
O7 -4.42 -0.45 -0.62
O8 -1.24 -0.31 0.14
O9 1.93 -0.07 -3.07
O10 0.49 1.19 -0.82
N1 -4.17 -2.30 -1.90
N2 1.28 -2.18 -3.55
N3 4.05 2.91 1.94
N4 -2.94 -0.98 4.17
N5 3.83 -1.51 1.61
N6 -2.39 3.63 -2.64
C1 3.77 -2.19 2.90
C2 -2.99 -2.73 -1.20
C3 -4.76 -1.16 -1.57
C4 3.87 3.26 3.36
C5 -4.22 -0.51 4.68
C6 2.74 -1.20 0.96
C7 -4.36 -2.84 -3.23
C8 -2.94 4.56 -1.68
C9 1.44 -0.92 -3.82
C10 5.15 -1.28 1.05
C11 5.43 2.78 1.49
C12 -2.54 2.34 -2.49
C13 -2.57 -0.71 2.94
C14 -2.01 -1.53 5.12
C15 1.90 -2.80 -2.36
C16 0.62 -3.07 -4.50
C17 -1.53 4.17 -3.66
C18 3.01 2.64 1.18
H1 0.12 -2.51 -5.30
H2 -3.53 4.03 -0.95
H3 4.44 4.15 3.59
H4 5.07 -0.61 0.20
H5 -3.49 -2.63 -3.87
H6 -4.93 -0.44 3.87
H7 -2.07 1.76 -3.29
H8 2.05 2.77 1.67
H9 5.95 3.72 1.70
H10 -3.12 -2.59 -0.13
H11 -1.60 -1.15 2.65
H12 -2.85 -3.80 -1.33
H13 -4.37 -3.93 -3.19
H14 -5.25 -2.49 -3.74
H15 -1.16 -2.01 4.65
H16 -1.70 -0.76 5.84
H17 5.93 2.00 2.07
H18 5.80 -0.83 1.80
H19 1.81 -1.35 1.51
H20 4.48 -1.76 3.61
H21 -5.61 -0.90 -2.21
H22 4.18 2.41 3.97
H23 1.31 -3.75 -4.98
H24 2.78 -2.12 3.34
H25 -1.32 3.37 -4.38
H26 5.60 -2.23 0.72
H27 -2.00 4.98 -4.21
H28 2.90 -2.41 -2.19
H29 -2.09 -2.20 -1.53
H30 -4.07 0.42 5.24
H31 4.00 -3.25 2.80
H32 -2.15 5.13 -1.17
H33 -0.17 -3.64 -4.00
H34 5.48 2.58 0.43
H35 1.90 -3.88 -2.47
H36 -2.54 -2.28 5.72
H37 -3.53 5.32 -2.19
H38 -4.61 -1.23 5.40
H39 1.06 -0.65 -4.81
H40 1.31 -2.55 -1.47
H41 -0.59 4.47 -3.19
H42 2.81 3.41 3.57

Properties
Electronic energy: -128359.2695 eV
2S+1: 9
Molar mass: 646.323 g mol⁻¹
Charge: +2
HOMO energy (alpha / beta): -9.57 / -13.83 eV
LUMO energy (alpha / beta): -4.175 / -6.909 eV

The molecule's Löwdin atomic charges, reported in e, are given here: 0.829 1.184 0.353 -0.307 -0.148 -0.345 -0.191 -0.048 -0.066 -0.045 -0.371 -0.165 -0.433 -0.166 -0.142 -0.147 -0.166 -0.143 -0.165 -0.014 -0.034 -0.249 -0.005 0.003 -0.259 -0.038 -0.006 -0.275 -0.003 0.002 -0.277 -0.267 -0.034 0.000 -0.024 -0.024 -0.251 0.095 0.088 0.102 0.085 0.096 0.095 0.152 0.145 0.105 0.096 0.145 0.100 0.099 0.097 0.091 0.104 0.095 0.097 0.147 0.100 0.159 0.100 0.106 0.094 0.092 0.110 0.101 0.092 0.088 0.108 0.106 0.106 0.095 0.091 0.099 0.100 0.105 0.099 0.159 0.090 0.103 0.097

3.
The following is a quantum chemistry calculation of a cluster of 3 separate species, C18H42N4O8P3 in total, from the Open Molecules 2025 dataset.

Atoms and positions in Å:
P1 3.93 1.94 -4.17
P2 -4.54 1.54 2.94
P3 2.09 -6.22 3.96
O1 -5.27 2.46 1.77
O2 4.97 0.66 -4.01
O3 3.29 1.55 -5.65
O4 -4.82 0.21 1.90
O5 5.20 2.72 -5.02
O6 2.81 1.34 -3.33
O7 -2.99 1.58 2.35
O8 -4.38 2.66 3.97
N1 3.09 -6.48 2.71
N2 -1.93 -4.70 3.59
N3 -0.76 -2.89 0.54
N4 -1.76 -3.99 2.49
C1 -1.97 0.96 3.12
C2 -2.10 -0.55 3.12
C3 2.25 2.36 -6.17
C4 0.19 -0.62 -0.30
C5 0.62 -5.26 3.26
C6 3.89 -1.38 -3.22
C7 -5.93 3.68 2.12
C8 -5.83 -0.70 2.36
C9 2.75 3.74 -6.57
C10 -4.98 4.86 2.04
C11 -0.73 -5.29 3.94
C12 -0.64 -3.78 1.71
C13 0.71 -4.42 1.99
C14 -7.19 -0.04 2.49
C15 6.44 3.37 -3.01
C16 4.82 -0.22 -2.90
C17 5.81 3.81 -4.31
C18 0.43 -1.94 0.57
H1 5.81 -0.61 -2.66
H2 -2.63 -3.52 2.16
H3 7.16 2.56 -3.18
H4 -0.84 -0.57 -0.76
H5 -1.24 -1.02 3.60
H6 -6.39 3.60 3.10
H7 3.60 -1.90 -2.30
H8 1.75 -7.51 4.47
H9 5.05 4.58 -4.13
H10 -6.75 3.82 1.41
H11 2.98 -1.05 -3.74
H12 1.44 2.44 -5.43
H13 -2.19 -0.93 2.10
H14 1.97 4.30 -7.08
H15 -4.01 4.65 2.49
H16 6.57 4.24 -4.97
H17 -7.95 -0.77 2.76
H18 1.03 -0.59 -1.09
H19 -3.00 -0.87 3.66
H20 0.70 -1.67 1.66
H21 5.69 3.00 -2.31
H22 -7.18 0.74 3.26
H23 1.85 1.85 -7.05
H24 1.64 -4.30 1.37
H25 -4.79 5.12 0.99
H26 -0.70 -3.47 -0.31
H27 -5.42 5.74 2.52
H28 6.97 4.20 -2.53
H29 -0.77 -5.89 4.92
H30 2.85 -5.43 4.91
H31 -1.01 1.24 2.66
H32 0.32 0.28 0.40
H33 4.00 -6.02 2.88
H34 1.36 -2.48 0.14
H35 -7.48 0.44 1.55
H36 3.06 4.31 -5.69
H37 4.48 0.32 -2.02
H38 -5.52 -1.13 3.32
H39 4.38 -2.09 -3.88
H40 3.62 3.66 -7.23
H41 -5.89 -1.52 1.63
H42 -1.98 1.35 4.14

Properties
Electronic energy: -69541.1047 eV
Molar mass: 535.476 g mol⁻¹
Charge: +1
HOMO energy: -11.49 eV
LUMO energy: -5.512 eV

The molecule's Löwdin atomic charges, reported in e, are given here: 0.694 0.693 0.741 -0.225 -0.222 -0.227 -0.218 -0.203 -0.246 -0.222 -0.217 -0.338 0.114 0.000 0.068 -0.290 -0.102 -0.296 -0.069 -0.224 -0.080 -0.296 -0.312 -0.082 -0.072 -0.070 -0.170 0.095 -0.078 -0.083 -0.305 -0.299 -0.255 0.117 0.190 0.089 0.089 0.072 0.103 0.062 0.025 0.107 0.117 0.071 0.108 0.062 0.080 0.072 0.125 0.085 0.081 0.064 0.125 0.067 0.072 0.120 0.126 0.076 0.144 0.080 0.084 0.132 0.031 0.115 0.082 -0.035 0.110 0.092 0.061 0.097 0.103 0.077 0.085 0.118 0.115

4.
The following is a quantum chemistry calculation of a structure of composition C18H42N6O6Ti, from the Open Molecules 2025 dataset.

Atoms and positions in Å:
Ti1 -0.05 -0.55 -0.40
O1 -0.02 -3.01 -0.25
O2 1.20 -0.17 1.54
O3 -0.35 1.98 -0.31
O4 1.96 -0.38 -1.44
O5 -2.24 -0.54 0.32
O6 -0.78 -0.15 -2.61
N1 3.73 0.94 -1.98
N2 2.64 -0.26 3.25
N3 -2.57 0.08 -3.98
N4 -3.26 1.01 1.60
N5 -0.77 4.07 0.44
N6 0.53 -4.78 1.04
C1 -3.16 0.30 0.48
C2 0.06 2.97 0.29
C3 -2.45 0.83 2.82
C4 4.13 -1.17 -0.79
C5 -1.07 1.98 -3.50
C6 3.65 0.70 2.79
C7 -1.74 -3.98 1.08
C8 -2.22 3.99 0.20
C9 1.48 -0.60 2.69
C10 2.01 -4.86 0.87
C11 0.54 -1.59 3.38
C12 1.50 3.12 0.69
C13 -4.15 0.56 -0.68
C14 -0.32 -3.89 0.53
C15 -1.50 0.56 -3.34
C16 -3.05 -1.28 -3.93
C17 2.94 1.91 -2.69
C18 3.17 -0.13 -1.37
H1 -3.66 1.31 -1.31
H2 2.20 -5.50 0.00
H3 1.70 2.97 1.75
H4 -3.25 -1.69 -4.92
H5 1.85 4.15 0.56
H6 0.62 -2.58 2.93
H7 4.21 -1.16 0.29
H8 -2.59 3.36 1.01
H9 3.40 1.02 1.78
H10 -2.65 1.53 3.63
H11 4.66 0.31 2.83
H12 0.72 -1.76 4.44
H13 0.10 -5.41 1.71
H14 -2.62 -0.15 3.27
H15 2.44 -5.22 1.80
H16 -0.37 4.87 0.91
H17 2.38 1.53 -3.54
H18 -2.54 3.44 -0.68
H19 -3.99 -1.40 -3.39
H20 -3.99 1.70 1.69
H21 -2.81 4.90 0.28
H22 -2.39 -1.96 -3.41
H23 -4.31 -0.34 -1.27
H24 -2.04 -3.03 1.50
H25 -2.32 -4.11 0.17
H26 -0.02 1.95 -3.79
H27 -1.37 0.71 2.67
H28 4.73 0.90 -2.11
H29 5.14 -0.91 -1.10
H30 3.69 1.59 3.42
H31 2.79 -0.59 4.19
H32 -0.50 -1.27 3.28
H33 -2.01 -4.81 1.73
H34 -1.67 2.41 -4.31
H35 2.10 2.22 -2.06
H36 3.94 -2.19 -1.11
H37 -3.22 0.67 -4.48
H38 2.16 2.50 0.09
H39 -1.21 2.50 -2.55
H40 3.50 2.82 -2.86
H41 -5.09 0.97 -0.33
H42 2.44 -3.90 0.57

Properties
Electronic energy: -63684.7206 eV
2S+1: 4
Molar mass: 486.437 g mol⁻¹
Charge: +1
HOMO energy (alpha / beta): -5.01 / -11.75 eV
LUMO energy (alpha / beta): -1.523 / -1.540 eV

The molecule's Löwdin atomic charges, reported in e, are given here: 0.675 -0.003 -0.076 -0.001 -0.031 -0.063 -0.043 0.018 0.023 0.033 0.032 0.025 0.026 -0.491 -0.483 -0.040 0.022 0.028 -0.051 0.013 -0.061 -0.498 -0.020 0.028 0.010 0.035 -0.572 -0.511 -0.060 -0.064 -0.499 0.070 0.084 0.085 0.088 0.086 0.073 0.071 0.057 0.064 0.091 0.083 0.081 0.129 0.078 0.085 0.130 0.086 0.067 0.072 0.134 0.091 0.093 0.075 0.073 0.091 0.084 0.063 0.135 0.070 0.082 0.135 0.062 0.079 0.082 0.060 0.087 0.145 0.067 0.067 0.095 0.080 0.071